{
  "formula": "C40H38N8OS4Ti",
  "method": "ωB97M-V with the def2-TZVPD basis set",
  "symbols": ["Ti", "C", "C", "C", "C", "C", "C", "C", "N", "N", "C", "C", "C", "C", "C", "C", "N", "C", "C", "C", "C", "C", "C", "N", "H", "H", "H", "H", "H", "H", "H", "H", "H", "H", "H", "H", "H", "H", "H", "H", "H", "H", "H", "H", "C", "C", "N", "N", "C", "N", "S", "C", "C", "C", "C", "C", "N", "H", "H", "H", "H", "H", "H", "H", "H", "H", "O", "C", "C", "C", "C", "C", "S", "C", "C", "C", "C", "S", "C", "C", "C", "C", "S", "H", "H", "H", "H", "H", "H", "H", "H", "H"],
  "coordinates": [[0.16898, 0.19481, -0.46466], [-1.59360, 2.56697, -1.94194], [-1.71493, 1.86679, -3.28663], [-0.46332, 1.27915, -3.87815], [-0.35115, 1.15376, -5.26142], [0.80542, 0.62759, -5.80059], [1.83150, 0.25995, -4.94310], [1.63949, 0.42243, -3.58354], [0.51164, 0.90587, -3.05454], [-1.50454, 1.80279, -0.66345], [-2.62901, 0.86233, -0.47381], [-2.50881, -0.33294, -1.38864], [-3.63821, -0.93825, -1.93198], [-3.47262, -1.97364, -2.83100], [-2.19194, -2.36314, -3.19386], [-1.12244, -1.72036, -2.60138], [-1.27805, -0.74957, -1.69800], [-1.60849, 2.88661, 0.35833], [-1.51901, 2.50759, 1.80653], [-2.56836, 2.79843, 2.66960], [-2.37667, 2.62044, 4.03116], [-1.14891, 2.16328, 4.47087], [-0.17525, 1.86644, 3.52597], [-0.35389, 2.02622, 2.22173], [-2.47738, 3.21184, -1.85459], [-0.70287, 3.19797, -1.94483], [-2.04427, 2.65128, -3.97389], [-2.52337, 1.13060, -3.30611], [-1.16687, 1.47793, -5.89573], [0.91309, 0.51855, -6.87237], [2.76483, -0.14421, -5.30912], [2.41615, 0.15459, -2.88092], [-3.59863, 1.34963, -0.64513], [-2.59632, 0.52736, 0.56668], [-4.62027, -0.57637, -1.65852], [-4.33666, -2.45934, -3.26704], [-2.01313, -3.14821, -3.91390], [-0.10109, -1.98348, -2.84411], [-2.56592, 3.39907, 0.19508], [-0.80154, 3.58935, 0.14143], [-3.50419, 3.18145, 2.28156], [-3.16851, 2.84600, 4.73436], [-0.93965, 2.02744, 5.52275], [0.79760, 1.50138, 3.83432], [4.29863, 1.56953, -0.62649], [3.00450, 0.82610, -0.59755], [1.80518, 1.38150, -0.53093], [1.56833, 2.74481, -0.69897], [1.92196, 3.54117, 0.27984], [1.53481, 4.86826, 0.04673], [2.70996, 3.20015, 1.76647], [2.96819, -0.59210, -0.71367], [4.11870, -1.40333, -0.80311], [4.00454, -2.75242, -0.97056], [2.70862, -3.32377, -1.04727], [1.62767, -2.50111, -0.95594], [1.70099, -1.15035, -0.81074], [4.13819, 2.63949, -0.56222], [4.85415, 1.33274, -1.53997], [4.91763, 1.28646, 0.22709], [1.53062, 5.11052, -0.93403], [2.02864, 5.51763, 0.63721], [5.09186, -0.93774, -0.72603], [4.88687, -3.37583, -1.03150], [2.56138, -4.39015, -1.14320], [0.62824, -2.91740, -0.96540], [-0.41461, -0.67851, 1.08373], [-0.15820, -1.66632, 2.03376], [-1.02547, -1.40169, 3.26432], [-2.36217, -1.13168, 3.26107], [-2.90869, -1.01758, 4.56641], [-1.96928, -1.21779, 5.53390], [-0.43025, -1.51839, 4.86365], [1.32267, -1.55325, 2.41981], [2.02406, -0.38578, 2.32477], [3.34626, -0.47465, 2.83261], [3.62480, -1.70903, 3.33160], [2.29812, -2.76847, 3.15666], [-0.62535, -3.01250, 1.46142], [-1.68132, -3.14407, 0.60577], [-1.98525, -4.49101, 0.27338], [-1.16315, -5.36989, 0.90896], [-0.03891, -4.56295, 1.90548], [-2.94179, -1.04264, 2.35235], [-3.94759, -0.80375, 4.77418], [-2.10187, -1.19086, 6.60364], [1.62548, 0.52133, 1.88806], [4.04302, 0.35165, 2.81913], [4.54376, -2.06586, 3.76866], [-2.22876, -2.29312, 0.23153], [-2.77321, -4.78787, -0.40472], [-1.15079, -6.44587, 0.84267]],
  "forces_ev_per_angstrom": [[0.528, 0.410, 0.398], [0.095, -0.057, 0.102], [-0.107, 0.005, -0.107], [0.027, 0.004, -0.006], [-0.051, 0.048, 0.046], [0.060, -0.025, -0.044], [-0.021, 0.009, 0.021], [0.004, 0.024, -0.006], [-0.049, -0.158, 0.165], [-0.320, -0.146, 0.116], [0.027, 0.084, -0.178], [-0.376, 0.000, -0.158], [0.135, 0.034, 0.155], [-0.153, -0.088, -0.077], [0.150, 0.080, 0.084], [-0.049, -0.148, -0.009], [-0.742, -0.177, -0.344], [0.026, -0.020, -0.134], [-0.008, -0.016, 0.017], [-0.002, -0.020, 0.015], [-0.023, -0.019, 0.022], [0.007, -0.049, -0.016], [0.029, -0.050, 0.008], [-0.029, -0.019, -0.040], [0.012, 0.048, -0.012], [0.015, -0.014, -0.046], [-0.026, -0.014, -0.006], [0.041, -0.001, 0.019], [0.012, -0.004, -0.002], [-0.005, -0.001, 0.006], [-0.005, 0.008, -0.019], [0.000, -0.002, -0.022], [0.002, 0.039, 0.003], [-0.017, -0.006, 0.016], [-0.015, -0.024, -0.017], [0.008, 0.005, 0.006], [-0.033, -0.006, -0.008], [0.002, 0.019, -0.007], [0.014, 0.038, -0.002], [0.014, -0.023, 0.051], [-0.001, 0.008, 0.005], [-0.002, 0.002, -0.005], [-0.009, -0.012, 0.006], [0.022, -0.008, -0.030], [0.069, 0.023, -0.148], [-0.095, 0.020, 0.047], [0.272, 0.221, 0.048], [0.317, -0.173, 0.116], [-0.017, 0.093, 0.278], [-0.001, -0.087, 0.054], [-0.049, 0.103, -0.191], [0.019, -0.004, -0.078], [0.026, 0.064, 0.094], [-0.024, -0.058, -0.021], [0.074, -0.025, 0.026], [-0.082, 0.205, 0.057], [0.526, -0.389, -0.123], [-0.022, -0.001, -0.051], [-0.001, 0.013, 0.007], [-0.032, 0.016, 0.018], [-0.011, 0.043, 0.006], [0.018, 0.016, -0.023], [-0.003, -0.002, 0.016], [-0.008, 0.000, 0.003], [0.014, 0.000, -0.003], [-0.040, -0.021, 0.024], [-0.445, -0.040, -0.199], [0.329, 0.161, -0.009], [-0.149, 0.009, -0.070], [-0.034, 0.036, 0.045], [0.065, -0.012, 0.000], [-0.110, 0.074, 0.006], [0.108, -0.025, 0.079], [0.012, 0.050, -0.022], [-0.055, -0.055, -0.072], [-0.020, -0.052, 0.077], [0.071, 0.057, -0.079], [-0.132, -0.189, 0.025], [-0.030, 0.027, 0.006], [0.009, 0.033, -0.107], [0.046, 0.027, 0.041], [-0.085, -0.033, -0.019], [0.237, 0.056, 0.047], [0.020, 0.008, -0.002], [0.003, 0.002, 0.004], [0.005, 0.004, -0.006], [0.056, 0.022, 0.131], [-0.040, 0.026, 0.002], [-0.008, -0.006, -0.004], [0.016, -0.007, -0.010], [0.004, 0.004, 0.007], [-0.012, 0.006, 0.008]],
  "mulliken_spin": [0.881, 0.023, 0.009, 0.014, 0.002, -0.001, 0.007, 0.066, -0.001, -0.001, 0.054, -0.023, 0.004, 0.005, 0.000, 0.020, -0.033, 0.024, 0.014, -0.002, 0.000, 0.001, 0.009, 0.005, 0.001, 0.005, -0.001, -0.001, 0.000, 0.000, 0.000, -0.045, 0.003, -0.005, 0.000, 0.000, 0.000, 0.015, -0.002, 0.000, 0.000, 0.000, 0.000, 0.002, 0.016, 0.089, 0.108, 0.048, 0.012, 0.006, 0.003, 0.219, -0.010, 0.136, 0.067, 0.034, 0.084, 0.007, 0.003, 0.003, 0.000, -0.001, 0.008, 0.011, 0.007, 0.031, -0.028, 0.016, 0.002, 0.001, 0.001, 0.000, 0.000, 0.004, 0.042, 0.013, 0.004, 0.000, 0.016, 0.010, 0.003, -0.001, 0.002, -0.001, 0.000, 0.000, -0.007, -0.002, 0.000, -0.005, 0.000, 0.000],
  "s2": 2.015,
  "e_above_lowest_kcal_mol": 13.2,
  "spin_multiplicity": 3,
  "orbital_gap_ev": [4.94, 6.12]
}